Formula: C31H35N4O
Source: the Open Molecules 2025 dataset
Level of theory: wB97M-V/def2-TZVPD

XYZ file:
```
71
Properties=species:S:1:pos:R:3
C -2.20 0.71 -3.61
C -1.07 1.49 -3.50
N -0.05 2.08 -3.39
N -3.45 1.27 -3.65
C -4.57 0.45 -3.66
C -5.83 1.00 -3.60
C -6.01 2.39 -3.55
C -4.87 3.20 -3.54
C -3.60 2.65 -3.58
H -2.11 -0.37 -3.71
H -4.37 -0.62 -3.69
H -6.68 0.33 -3.59
H -7.00 2.82 -3.51
H -4.94 4.28 -3.49
H -2.70 3.26 -3.56
C 4.40 -0.63 2.63
N 3.57 -0.23 1.52
C 4.18 0.19 0.36
O 5.39 0.35 0.21
C 3.10 0.38 -0.68
C 3.24 -0.65 -1.80
C 3.29 -2.06 -1.25
C 4.51 -2.58 -0.81
C 4.58 -3.85 -0.25
C 3.42 -4.63 -0.14
C 2.20 -4.12 -0.60
C 2.14 -2.85 -1.17
N 1.88 0.21 0.11
C 0.68 0.16 -0.49
C -0.46 -0.37 0.09
C -1.72 0.09 -0.28
C -2.93 -0.09 0.48
C -4.10 0.68 0.22
C -5.19 0.63 1.07
C -5.18 -0.22 2.19
C -4.07 -1.05 2.42
C -2.98 -1.02 1.56
C 2.13 -0.04 1.55
C 1.65 1.09 2.56
C 2.37 2.39 2.22
C 1.94 0.63 3.99
C 0.16 1.33 2.50
H 5.26 -1.20 2.25
H 4.79 0.26 3.16
H 3.83 -1.25 3.31
H 3.14 1.42 -1.05
H 2.40 -0.53 -2.50
H 4.18 -0.42 -2.31
H 5.42 -1.97 -0.90
H 5.55 -4.23 0.10
H 3.48 -5.63 0.29
H 1.29 -4.72 -0.52
H 1.19 -2.46 -1.55
H 0.65 0.61 -1.49
H -0.34 -1.15 0.85
H -1.78 0.71 -1.18
H -4.11 1.34 -0.66
H -6.07 1.25 0.88
H -6.02 -0.24 2.88
H -4.06 -1.74 3.27
H -2.14 -1.71 1.70
H 1.65 -0.99 1.86
H 2.12 2.71 1.20
H 2.04 3.18 2.91
H 3.46 2.30 2.31
H 1.50 -0.36 4.16
H 3.00 0.60 4.24
H 1.46 1.32 4.70
H -0.41 0.41 2.71
H -0.11 2.07 3.27
H -0.17 1.74 1.54
```

Kohn-Sham gap, eV: 5.53
Net charge: +1
Max |F|, eV Å⁻¹: 2.46
HOMO, Eh: -0.3659
Energy relative to the best compared isomer or geometry (same formula, charge and spin), eV: 1.6632

Here are the Mulliken charges for atoms 1 to 4, given in e: -0.48, 0.41, -0.61, 0.22


Formula: C5H20N10O5
Source: the Open Molecules 2025 dataset
Level of theory: wB97M-V/def2-TZVPD

XYZ file:
```
40
Properties=species:S:1:pos:R:3
C 5.19 0.29 -0.92
O 5.46 0.00 0.30
N 5.58 -0.23 -2.03
N 4.28 1.24 -1.17
H 6.17 -1.05 -2.02
H 5.32 0.30 -2.85
H 3.93 1.37 -2.11
H 3.85 1.64 -0.34
C 2.28 -1.42 2.32
O 1.63 -1.96 3.15
N 2.22 -1.66 1.00
N 3.21 -0.59 2.63
H 3.03 -1.37 0.47
H 1.89 -2.57 0.74
H 3.60 0.03 1.94
H 3.48 -0.52 3.60
C -5.64 0.52 -0.42
O -5.51 0.77 0.75
N -4.89 -0.35 -1.06
N -6.43 1.13 -1.23
H -5.00 -0.56 -2.05
H -4.26 -0.84 -0.44
H -6.66 0.79 -2.15
H -6.92 1.98 -1.01
C -2.33 -1.25 1.51
O -3.25 -2.07 1.59
N -1.04 -1.48 1.20
N -2.53 0.02 1.46
H -0.42 -0.69 1.16
H -0.72 -2.42 1.02
H -1.74 0.65 1.49
H -3.44 0.43 1.58
C -0.07 1.21 -0.45
O 0.01 1.06 0.72
N 1.02 1.20 -1.26
N -1.15 1.25 -1.20
H 1.83 0.96 -0.71
H 1.14 1.48 -2.22
H -2.08 1.04 -0.86
H -1.05 1.67 -2.12
```

Kohn-Sham gap (alpha / beta), eV: 10.04 / 4.37
Net charge: +1
Max |F|, eV Å⁻¹: 6.10
2S+1: 2
HOMO (alpha / beta), Eh: -0.4680 / -0.4668
Energy relative to the best compared isomer or geometry (same formula, charge and spin), eV: 0.1486

Here are the Mulliken charges for atoms 1 to 4, given in e: 0.73, -0.66, -0.39, -0.47


Formula: C34H30N7PPbS2Se2
Source: the Open Molecules 2025 dataset
Level of theory: wB97M-V/def2-TZVPD

XYZ file:
```
77
Properties=species:S:1:pos:R:3
Pb -0.51 1.81 -0.95
N -1.49 -1.80 1.82
C -1.14 -0.56 1.48
S -2.27 0.45 0.69
N 0.11 -0.14 1.79
N 0.43 1.18 1.42
C 0.43 2.07 2.34
C 0.25 1.83 3.79
C -0.80 2.45 4.47
C -1.01 2.18 5.81
C -0.16 1.32 6.49
C 0.90 0.72 5.83
C 1.10 0.96 4.48
C 0.50 3.48 1.87
C 1.03 4.47 2.70
C 1.03 5.78 2.26
C 0.47 6.08 1.03
C -0.03 5.04 0.27
N 0.00 3.77 0.66
H -2.43 -2.09 1.64
H -0.92 -2.34 2.45
H -1.46 3.13 3.94
H -1.84 2.64 6.32
H -0.33 1.12 7.54
H 1.58 0.06 6.36
H 1.96 0.53 3.97
H 1.45 4.20 3.66
H 1.46 6.56 2.88
H 0.42 7.10 0.67
H -0.47 5.23 -0.71
Se 1.55 -1.34 1.98
P 1.51 -2.30 -0.14
Se 0.16 -1.40 -1.51
C 3.24 -2.11 -0.64
C 3.92 -3.18 -1.22
C 5.22 -2.99 -1.66
C 5.84 -1.76 -1.52
C 5.15 -0.69 -0.96
C 3.85 -0.86 -0.52
C 1.18 -4.04 0.19
C 0.00 -4.61 -0.27
C -0.29 -5.93 0.02
C 0.61 -6.68 0.77
C 1.79 -6.12 1.23
C 2.08 -4.79 0.95
H 3.43 -4.14 -1.34
H 5.76 -3.82 -2.10
H 6.86 -1.62 -1.85
H 5.62 0.28 -0.86
H 3.30 -0.04 -0.08
H -0.68 -4.02 -0.87
H -1.20 -6.38 -0.34
H 0.38 -7.72 1.00
H 2.48 -6.71 1.81
H 3.00 -4.35 1.31
C -5.63 2.39 -1.45
N -4.82 1.52 -2.28
C -5.26 0.36 -2.89
C -4.22 -0.15 -3.57
N -3.13 0.70 -3.37
C -3.53 1.73 -2.57
S -2.67 3.08 -1.98
C -1.92 0.57 -4.11
C -1.97 0.05 -5.40
C -0.78 -0.04 -6.11
C 0.39 0.40 -5.52
C 0.33 0.89 -4.23
N -0.80 0.97 -3.54
H -6.62 1.95 -1.34
H -5.73 3.37 -1.91
H -5.17 2.51 -0.47
H -6.27 0.00 -2.78
H -4.14 -1.07 -4.12
H -2.90 -0.27 -5.85
H -0.78 -0.43 -7.12
H 1.33 0.37 -6.05
H 1.23 1.22 -3.72
```

Kohn-Sham gap, eV: 7.40
Net charge: +2
Max |F|, eV Å⁻¹: 0.80
HOMO, Eh: -0.4730

Here are the Mulliken charges for atoms 1 to 4, given in e: 1.07, -0.25, 0.30, -0.28


Formula: C2H3O2S2
Source: the Open Molecules 2025 dataset
Level of theory: wB97M-V/def2-TZVPD

XYZ file:
```
9
Properties=species:S:1:pos:R:3
C -0.75 -0.15 -0.19
C 0.60 -0.58 0.24
O 1.72 -1.12 -2.14
O 3.05 -1.86 -0.22
S -0.75 -1.37 1.17
S 1.78 -1.96 -0.96
H -1.25 0.79 0.10
H -0.97 -0.70 -1.05
H 1.23 0.10 0.94
```

Kohn-Sham gap, eV: 6.82
Net charge: -1
Max |F|, eV Å⁻¹: 2.70
HOMO, Eh: -0.1230
Energy relative to the best compared isomer or geometry (same formula, charge and spin), eV: 2.1388

Here are the Mulliken charges for atoms 1 to 4, given in e: -0.51, -0.33, -0.58, -0.58


Formula: C8H16N2O
Source: the Open Molecules 2025 dataset
Level of theory: wB97M-V/def2-TZVPD

XYZ file:
```
27
Properties=species:S:1:pos:R:3
C -2.48 -0.31 -1.48
C -1.52 -0.71 0.46
C -1.67 -0.69 1.90
C 0.84 -0.63 -1.60
C 2.72 0.85 0.75
C 0.58 1.99 -0.23
C 0.70 -0.51 -0.12
C 1.17 0.80 0.55
N -2.12 0.24 -0.38
N -1.97 -1.99 -0.11
O -2.43 -1.67 -1.52
H -2.69 0.15 -2.38
H -2.73 -0.70 2.25
H -1.28 0.41 2.18
H -1.07 -1.61 2.37
H 0.55 0.25 -2.13
H 1.95 -0.66 -1.71
H 0.18 -1.51 -1.83
H 3.22 0.96 -0.32
H 3.02 1.80 1.33
H 3.03 -0.10 1.35
H 0.90 2.83 0.41
H -0.60 2.01 -0.14
H 1.12 1.96 -1.21
H 1.08 -1.38 0.24
H 0.68 0.84 1.51
H -1.19 -2.62 -0.16
```

Kohn-Sham gap (alpha / beta), eV: 8.28 / 8.28
Max |F|, eV Å⁻¹: 4.73
HOMO (alpha / beta), Eh: -0.2703 / -0.2703
Energy relative to the best compared isomer or geometry (same formula, charge and spin), eV: 5.9377

Here are the Mulliken charges for atoms 1 to 4, given in e: -0.16, 0.70, -1.20, -1.41


Formula: C20H40P2PdSi
Source: the Open Molecules 2025 dataset
Level of theory: wB97M-V/def2-TZVPD

XYZ file:
```
64
Properties=species:S:1:pos:R:3
P 0.76 -1.63 -0.96
P -0.18 1.68 0.95
C 1.43 0.32 -1.15
C 1.17 1.59 -0.40
H 1.02 0.50 -2.20
H 2.52 0.17 -1.33
H 2.11 1.87 0.08
H 0.93 2.40 -1.10
C -1.43 2.79 0.08
H -1.84 3.54 0.78
H -2.28 2.18 -0.29
H -1.00 3.33 -0.80
C 0.75 3.06 1.68
H 0.96 3.82 0.93
H 1.69 2.63 2.02
H 0.25 3.51 2.53
C -0.29 -3.14 -0.66
H -0.03 -3.78 0.19
H -0.21 -3.75 -1.56
H -1.32 -2.76 -0.54
C 2.44 -2.21 -0.46
H 3.12 -1.36 -0.34
H 2.84 -2.86 -1.24
H 2.49 -2.76 0.50
Pd -1.24 0.03 -1.72
C 0.09 1.37 -3.44
C -1.29 1.42 -3.07
C -2.32 0.71 -3.92
C -1.95 -0.75 -4.21
C -1.28 -1.43 -3.05
C 0.23 -1.65 -2.97
C 1.09 -0.93 -4.03
C 0.73 0.49 -4.47
C -0.01 -2.64 2.30
H 0.61 2.33 -3.30
H -1.57 2.26 -2.43
H -2.39 1.33 -4.81
H -3.26 0.82 -3.36
H -2.91 -1.26 -4.34
H -1.39 -0.85 -5.14
H -1.84 -2.26 -2.57
H 0.38 -2.75 -3.07
H 1.05 -1.55 -4.94
H 2.15 -1.00 -3.72
H 1.69 0.98 -4.74
H 0.18 0.48 -5.43
H 0.22 -2.94 3.34
H 0.83 -3.03 1.73
H -0.88 -3.25 2.02
C 1.26 -0.40 5.38
Si -0.27 0.26 4.45
C -1.65 -0.32 5.56
C -0.16 2.12 4.59
C -0.29 -0.03 2.51
C -0.20 -1.22 2.07
H 1.04 -0.37 6.46
H 2.15 0.21 5.18
H 1.49 -1.44 5.11
H -1.31 -0.27 6.61
H -2.55 0.30 5.46
H -1.94 -1.36 5.36
H 0.86 2.44 4.39
H -0.83 2.61 3.88
H -0.43 2.41 5.62
```

Kohn-Sham gap (alpha / beta), eV: 5.86 / 6.08
Max |F|, eV Å⁻¹: 4.41
2S+1: 3
HOMO (alpha / beta), Eh: -0.1925 / -0.2314
Energy relative to the best compared isomer or geometry (same formula, charge and spin), eV: 6.2225

Here are the Mulliken charges for atoms 1 to 4, given in e: 1.41, 1.10, -0.28, -1.46


> Which of these has the highest max |F|?

C5H20N10O5


> Look up the max |F| of the third one.

0.80 eV Å⁻¹


> Among the records above, which one has the highest max |F|?

C5H20N10O5


> The highest max |F| belongs to which entry?

C5H20N10O5